{
  "formula": "C12H13ClN2O2Zr",
  "method": "ωB97M-V/def2-TZVPD",
  "e_homo_ev": -15.968,
  "total_charge": 2,
  "lumo_energy_ev": -9.9551,
  "e_tot_ha": -1231.685743,
  "gap_ev": 6.0131,
  "elements": ["Cl", "C", "C", "C", "H", "C", "C", "H", "H", "H", "C", "Zr", "C", "C", "O", "O", "H", "H", "H", "C", "N", "C", "C", "N", "C", "H", "H", "H", "H", "H", "H"],
  "coordinates": [[-3.322, 0.219, -1.908], [0.550, -2.625, -1.993], [1.722, -1.854, -1.609], [1.600, -0.539, -2.137], [2.611, -2.283, -1.130], [0.334, -0.474, -2.832], [-0.320, -1.761, -2.748], [-1.257, -2.012, -3.271], [0.427, -3.703, -1.834], [2.401, 0.217, -2.252], [-0.244, 0.742, -3.521], [-0.311, -0.961, -0.533], [0.294, -2.557, 1.165], [-2.788, -1.215, -0.376], [0.312, -3.203, 2.137], [-3.635, -1.583, 0.372], [0.104, 1.662, -2.994], [-1.356, 0.682, -3.427], [0.012, 0.848, -4.613], [1.315, 2.220, 3.991], [0.429, 1.713, 2.934], [-0.932, 2.009, 2.749], [-1.312, 1.361, 1.606], [-0.219, 0.643, 1.089], [0.827, 0.903, 1.929], [0.734, 2.879, 4.648], [1.747, 1.401, 4.576], [2.148, 2.783, 3.555], [-1.445, 2.679, 3.456], [-2.268, 1.297, 1.109], [1.839, 0.510, 1.861]],
  "forces_ev_per_a": [[1.008, -0.744, 1.100], [0.293, 0.399, -0.774], [-0.261, -0.514, -0.564], [-0.530, -0.577, -0.577], [-0.504, 0.271, -0.040], [0.011, 0.058, -0.560], [1.083, -0.310, -0.251], [0.477, 0.101, 0.534], [-0.044, 0.523, 0.077], [-0.737, -0.373, 0.648], [-0.409, 0.436, 0.188], [-2.197, 2.132, 0.940], [-0.287, -3.598, 5.622], [-1.738, -1.206, 2.332], [0.145, 3.359, -5.339], [2.855, 1.372, -2.887], [-0.257, -0.548, -0.540], [0.892, 0.222, -0.291], [-0.020, -0.416, 1.098], [0.273, 0.266, 0.383], [-0.250, -0.736, -1.305], [0.734, -0.064, -0.100], [0.322, -0.194, 0.297], [0.852, -0.053, 0.358], [-1.084, 0.537, 0.615], [0.206, -0.244, -0.213], [-0.354, 0.092, -0.145], [-0.368, -0.031, -0.012], [0.208, -0.554, -0.644], [-0.041, 0.233, 0.143], [-0.278, 0.162, -0.092]]
}